Arrangement a

9
Properties=species:S:1:pos:R:3 method="wB97M-V/def2-TZVPD" smiles="C=C(Br)OC=O" charge=0 multiplicity=1
C -0.51 1.05 -0.01
C -1.20 -0.07 0.01
Br -3.11 -0.11 -0.01
O -0.77 -1.37 0.05
C 0.52 -1.73 0.00
O 1.47 -1.01 -0.08
H -1.02 2.00 -0.04
H 0.56 1.05 0.00
H 0.55 -2.83 0.04

=====

Arrangement b

9
Properties=species:S:1:pos:R:3 method="wB97M-V/def2-TZVPD" charge=0 multiplicity=1
C -0.63 -0.29 -1.20
C 0.02 -0.13 1.66
C 0.27 0.62 -0.63
O -1.80 -0.04 -1.35
O -0.71 -0.49 2.51
Br 2.06 0.35 -0.76
H -0.30 -1.30 -1.14
H 0.98 -0.42 1.37
H 0.11 1.70 -0.45

=====

The structure with the greatest stability is arrangement a.

=====

Arrangement a

5
Properties=species:S:1:pos:R:3 method="wB97M-V/def2-TZVPD" smiles="N#N.N=O" charge=0 multiplicity=1
N 2.37 0.34 0.25
N 1.49 0.84 -0.10
N -1.05 -0.24 0.28
O -1.30 -1.38 -0.03
H -1.50 0.45 -0.40

=====

Arrangement b

5
Properties=species:S:1:pos:R:3 method="wB97M-V/def2-TZVPD" smiles=n1no[nH]1 charge=0 multiplicity=1
N -0.37 0.94 0.02
N -1.28 0.09 0.19
O -0.45 -1.03 0.02
N 0.58 0.04 -0.31
H 1.51 -0.05 0.08

=====

The structure with the greatest stability is arrangement a.

=====

Arrangement a

24
Properties=species:S:1:pos:R:3 method="wB97M-V/def2-TZVPD" smiles="CC(=O)N/C(O)=C/C=C=O.C=CO" charge=0 multiplicity=1
C 1.93 -2.50 -1.40
C 1.39 -1.09 -1.53
O 1.12 -0.58 -2.60
N 1.26 -0.44 -0.35
C 0.72 0.84 -0.17
O 0.38 1.55 -1.26
C 0.55 1.36 1.06
C -0.03 2.67 1.24
C -0.43 3.44 0.27
O -0.83 4.19 -0.52
H 3.00 -2.46 -1.21
H 1.45 -3.02 -0.57
H 1.75 -3.04 -2.32
H 1.45 -0.94 0.51
H 0.57 0.99 -2.05
H 0.82 0.79 1.94
H -0.13 3.05 2.24
C -2.75 -0.11 1.19
C -1.87 -0.75 0.45
O -1.08 -1.78 0.87
H -2.91 -0.36 2.22
H -3.33 0.70 0.79
H -1.69 -0.52 -0.59
H -1.33 -2.00 1.78

=====

Arrangement b

24
Properties=species:S:1:pos:R:3 method="wB97M-V/def2-TZVPD" charge=0 multiplicity=1
C 1.49 0.51 -1.05
C 0.24 -2.93 -0.30
C -0.57 -2.29 -2.05
C 0.09 1.04 -0.49
C 0.33 -1.63 -1.02
C -0.55 -0.15 0.28
C 0.27 2.30 0.37
C 0.13 -0.43 1.61
N 1.49 -0.87 -1.18
O 2.34 1.30 -1.34
O 0.84 -3.39 0.63
O -0.57 -3.48 -1.20
O -1.84 -0.17 0.30
H -1.50 -1.79 -2.16
H -0.22 -2.55 -3.02
H -0.76 1.23 -1.22
H 0.75 3.07 -0.21
H 1.03 2.17 1.23
H -0.62 2.67 0.94
H -0.26 -1.33 2.07
H -0.16 0.41 2.37
H 1.13 -0.43 1.37
H 2.36 -1.36 -1.43
H -2.07 -0.58 1.13

=====

The structure with the greatest stability is arrangement a.

=====

Arrangement a

5
Properties=species:S:1:pos:R:3 method="wB97M-V/def2-TZVPD" charge=0 multiplicity=1
C -1.59 -0.16 0.53
N -2.53 -0.44 1.18
N -0.67 0.17 -0.24
I 0.51 -3.75 -0.59
H 0.31 0.13 -0.02

=====

Arrangement b

5
Properties=species:S:1:pos:R:3 method="wB97M-V/def2-TZVPD" smiles=N#CNI charge=0 multiplicity=1
N 0.24 2.01 -0.15
C 0.34 0.87 -0.02
N 0.17 -0.49 0.14
I -1.68 -1.33 0.24
H 0.93 -1.05 -0.21

=====

The structure with the greatest stability is arrangement b.

=====

Arrangement a

9
Properties=species:S:1:pos:R:3 method="wB97M-V/def2-TZVPD" charge=0 multiplicity=1
C -1.16 0.23 -0.79
N 0.87 0.01 1.42
O 1.60 -0.96 -0.88
F -1.58 0.44 -2.06
F -1.20 1.44 -0.28
F 0.70 -1.13 1.98
S 0.80 0.20 -0.71
H -1.88 -0.50 -0.43
H 1.84 0.25 1.76

=====

Arrangement b

9
Properties=species:S:1:pos:R:3 method="wB97M-V/def2-TZVPD" charge=0 multiplicity=1
C -0.88 0.38 0.72
N 1.29 -1.23 -0.99
O -0.58 0.16 -1.96
F -1.60 -0.73 1.17
F -1.80 1.21 0.31
F 1.66 1.42 0.46
S 0.18 -0.23 -0.82
H 0.00 0.73 1.32
H 1.73 -1.70 -0.21

=====

The structure with the greatest stability is arrangement b.

=====

Arrangement a

19
Properties=species:S:1:pos:R:3 method="wB97M-V/def2-TZVPD" charge=+1 multiplicity=2
C -2.68 0.30 -0.85
C -1.59 0.44 0.18
C -0.51 -0.74 0.12
C 0.85 -0.29 -0.05
C 1.80 -0.59 0.96
N 3.03 -0.11 0.91
N 1.10 0.70 -1.04
H -3.61 0.77 -0.51
H -2.92 -0.74 -1.05
H -2.43 0.75 -1.81
H -1.95 0.38 1.20
H -1.11 1.42 0.21
H -0.52 -1.30 1.06
H -1.07 -1.44 -0.51
H 1.33 -0.99 1.85
H 3.74 -0.54 1.49
H 3.31 -0.15 -0.07
H 1.97 0.54 -1.54
H 1.26 1.58 -0.55

=====

Arrangement b

19
Properties=species:S:1:pos:R:3 method="wB97M-V/def2-TZVPD" charge=+1 multiplicity=2
C 1.81 1.06 -0.39
C 1.48 0.36 0.99
C 0.59 -0.85 0.87
C -0.61 -0.64 -0.02
C -1.65 0.01 0.57
N -2.68 0.53 -0.45
N -0.44 -0.98 -1.39
H 2.45 1.96 -0.26
H 2.51 0.28 -0.95
H 0.98 1.36 -1.10
H 2.42 0.02 1.51
H 0.84 1.09 1.42
H 0.31 -1.28 1.85
H 1.21 -1.60 0.37
H -1.42 0.58 1.54
H -2.94 -0.31 -0.97
H -3.50 0.90 0.06
H -1.04 -0.48 -2.15
H -0.32 -2.02 -1.49

=====

The structure with the greatest stability is arrangement a.